No. 1
{"formula": "C3H6FNO", "method": "the ωB97M-V functional and the def2-TZVPD basis", "largest_force_ev_per_a": 9.19, "multiplicity": 1, "total_energy_ha": -347.60660, "e_above_lowest_ev": 4.938, "gap_ev": 9.7, "species": ["C", "C", "C", "H", "H", "H", "H", "H", "H", "N", "O", "F"], "xyz": [[1.3899, 0.3456, 0.1652], [0.5357, -0.7454, -0.2197], [-1.6471, 0.1912, -0.2506], [2.4993, 0.4717, -0.0884], [1.1547, 0.4634, 1.3053], [0.9546, -1.5986, -0.0383], [0.2624, -0.9446, -1.3554], [-0.7602, 0.0131, 1.6509], [-1.5612, 0.0275, -1.5860], [-0.8731, -0.6674, 0.4128], [-2.7432, 0.8491, 0.1059], [0.7882, 1.5944, -0.1018]], "atomic_forces_ev_per_a": [[0.4, 3.6, 3.4], [-5.1, 2.0, -4.0], [-7.9, 2.7, -4.0], [-1.7, -0.9, 0.2], [1.7, -1.1, -1.3], [2.4, -5.1, 2.0], [0.8, 1.2, 1.9], [-0.5, -2.9, -4.3], [0.2, 0.7, 3.9], [3.3, 3.0, 4.6], [6.4, -3.3, -1.0], [0.1, 0.2, -1.4]]}

No. 2
{"formula": "C21H23AsCl3CrN3O3", "method": "the ωB97M-V functional and the def2-TZVPD basis", "s_squared": 3.7733, "charge": 1, "largest_force_ev_per_a": 2.83, "multiplicity": 4, "total_energy_ha": -5864.62525, "gap_ev": [7.4, 6.9], "species": ["Cr", "O", "C", "C", "C", "C", "C", "C", "C", "N", "C", "C", "N", "C", "C", "C", "C", "C", "C", "C", "O", "H", "H", "H", "H", "H", "H", "H", "H", "H", "H", "H", "H", "H", "H", "Cl", "C", "Cl", "Cl", "C", "N", "C", "As", "C", "C", "O", "H", "H", "H", "H", "H", "H", "H", "H", "H"], "xyz": [[-0.5207, 0.6230, 0.0567], [0.5769, 1.2665, -1.3632], [0.5072, 0.9925, -2.6554], [1.4039, 1.6238, -3.4984], [1.3094, 1.4637, -4.8814], [0.3777, 0.6123, -5.4904], [-0.5164, -0.0504, -4.6706], [-0.4311, 0.1158, -3.2523], [-1.2063, -0.8040, -2.4878], [-1.1859, -0.8800, -1.2065], [-1.9662, -1.9460, -0.5896], [-2.6659, -1.3601, 0.6228], [-1.6268, -0.5747, 1.2943], [-0.9070, -1.0225, 2.2595], [0.4715, -0.3706, 2.4769], [1.3347, -1.0238, 3.5215], [1.0702, -0.4745, 4.8812], [0.7227, 0.7981, 4.9799], [0.4307, 1.6777, 3.8229], [0.3285, 1.1375, 2.6401], [-0.0047, 1.7821, 1.5072], [2.1698, 2.2929, -3.1377], [2.0335, 1.9727, -5.4839], [0.2899, 0.5186, -6.5543], [-1.2515, -0.7780, -5.0458], [-1.7731, -1.5453, -3.0581], [-1.2897, -2.7456, -0.3045], [-2.6748, -2.4093, -1.2591], [-3.0322, -2.1614, 1.2747], [-3.4704, -0.7264, 0.2608], [-1.1680, -1.9447, 2.8120], [2.3440, -0.6908, 3.2765], [1.3417, -1.0907, 5.7095], [0.6728, 1.2182, 5.9892], [0.1396, 2.7017, 3.9408], [-4.5858, 3.1885, -2.7017], [-3.9430, 3.6486, -1.1037], [-5.2406, 3.6442, 0.0576], [-3.2788, 5.2732, -1.1907], [-2.9076, 2.6682, -0.6852], [-2.0987, 1.9110, -0.3853], [3.3334, 0.4721, 0.0609], [2.5946, -1.2585, 0.6076], [2.0317, -1.9202, -1.1771], [1.2689, -2.5634, 3.4415], [0.9217, -0.5674, 1.0480], [4.3883, 0.2995, -0.1437], [3.2516, 1.1240, 0.9293], [2.8008, 0.9086, -0.7934], [2.9303, -2.2823, -1.6926], [1.5934, -1.1085, -1.7966], [1.3017, -2.7257, -1.0641], [2.1611, -3.0449, 3.8344], [1.2217, -2.9011, 2.4103], [0.4210, -2.9642, 3.9573]], "atomic_forces_ev_per_a": [[0.8, -0.1, 0.4], [-0.3, -0.3, -0.1], [-0.3, 0.3, 0.6], [0.3, 0.3, -1.8], [0.1, -0.5, 0.7], [-0.8, 0.1, 0.7], [0.6, 0.0, 0.6], [-0.3, -0.5, -0.8], [0.3, 0.1, -0.1], [-0.6, 0.1, -0.1], [0.3, -0.1, 0.2], [0.3, -0.5, 0.5], [0.7, -0.3, 0.9], [-0.8, 0.0, -0.1], [-0.9, 0.0, -1.5], [0.1, -1.1, -0.5], [0.1, 0.2, -0.8], [-0.3, 1.1, 0.9], [0.1, -0.3, 2.3], [-0.5, -0.5, -2.8], [0.0, -0.7, 0.2], [-0.1, 0.0, 0.4], [0.2, 0.3, -0.3], [0.2, 0.0, -0.3], [0.4, 0.5, 0.0], [-0.1, 0.1, 0.1], [0.3, -0.1, 0.4], [-0.4, 0.1, -0.4], [-0.2, 0.2, -0.1], [-0.1, 0.2, 0.4], [0.0, 0.5, -0.2], [0.4, -0.1, -0.1], [0.0, -0.2, 0.5], [-0.1, 0.1, -0.4], [0.2, 0.4, 0.2], [0.3, -0.2, 0.2], [-0.1, 0.1, -0.4], [-0.3, -0.3, 0.5], [0.4, -0.1, 0.0], [0.4, -0.2, 0.0], [-0.7, 0.5, -0.4], [-0.1, -0.3, 0.0], [0.1, 0.3, -0.8], [-0.2, 0.7, 0.0], [0.6, 0.4, -0.4], [-0.2, 0.1, 0.6], [0.1, 0.1, -0.1], [0.0, 0.1, 0.0], [0.2, -0.2, 0.3], [-0.2, -0.1, 0.2], [0.3, -0.5, 0.5], [0.2, 0.0, 0.0], [0.1, 0.2, 0.3], [-0.1, 0.0, -0.2], [-0.5, -0.2, 0.4]]}

No. 3
{"formula": "C5H34N2O11", "method": "the ωB97M-V functional and the def2-TZVPD basis", "smiles": "C[C@H](O)CNCCN.O.O.O.O.O.O.O.O.O.O", "largest_force_ev_per_a": 1.87, "multiplicity": 1, "total_energy_ha": -1148.00785, "e_above_lowest_ev": 2.783, "gap_ev": 9.3, "species": ["C", "C", "O", "C", "N", "C", "C", "N", "H", "H", "H", "H", "H", "H", "H", "H", "H", "H", "H", "H", "H", "H", "O", "H", "H", "O", "H", "H", "O", "H", "H", "O", "H", "H", "O", "H", "H", "O", "H", "H", "O", "H", "H", "O", "H", "H", "O", "H", "H", "O", "H", "H"], "xyz": [[-0.3147, -0.3230, -1.6691], [0.4657, -0.3851, -0.3881], [-0.3677, -0.8163, 0.7446], [0.9855, 0.9887, 0.0738], [1.9263, 0.8083, 1.2009], [1.7671, 1.8487, 2.2690], [1.3578, 1.2472, 3.6026], [0.0294, 0.6462, 3.6654], [0.0793, 0.2187, -2.5239], [-1.2648, 0.1807, -1.4921], [-0.6733, -1.2949, -1.9922], [1.3297, -1.0479, -0.3444], [-0.9439, -1.5740, 0.5588], [0.2027, 1.6837, 0.3524], [1.5623, 1.2956, -0.8024], [1.7717, -0.0762, 1.6670], [2.7500, 2.2918, 2.4513], [1.0345, 2.5670, 1.9158], [1.3366, 2.0374, 4.3595], [2.0702, 0.5374, 4.0029], [-0.6749, 1.2339, 3.2343], [-0.0517, -0.2704, 3.2455], [-2.4255, -2.9256, 1.0451], [-2.5728, -3.1897, 0.1141], [-3.1957, -3.3138, 1.4794], [-2.3709, 0.7416, -4.0790], [-3.1765, 0.9708, -3.6048], [-1.9257, 0.1346, -3.4780], [-2.9047, -1.6515, -1.5438], [-3.0088, -2.3027, -2.2485], [-3.6733, -1.0741, -1.4960], [-2.9766, 0.2833, 0.4138], [-3.4658, 0.7370, 1.1000], [-2.4055, -0.4627, 0.6406], [-2.0075, 2.9251, -0.3577], [-2.6161, 3.4511, 0.1632], [-2.0014, 2.0116, -0.0355], [3.6314, -0.3981, -2.3781], [4.0932, 0.0967, -1.6866], [3.7954, -1.3222, -2.1554], [1.0735, 2.4105, -3.3013], [0.3804, 3.0458, -3.0751], [1.5856, 2.4142, -2.4834], [0.7542, -3.1779, 2.1390], [1.5187, -2.6182, 2.3255], [0.0950, -2.5003, 1.9135], [4.3007, 1.5817, -0.1330], [3.4907, 1.1993, 0.2942], [3.9528, 2.4853, -0.1716], [-1.1968, -3.7789, -1.2225], [-0.5394, -4.4506, -1.4508], [-0.5867, -3.1202, -0.8592]], "atomic_forces_ev_per_a": [[-1.0, -0.1, -0.3], [-0.3, 0.8, 1.5], [-0.2, -0.1, -0.2], [0.9, -1.6, -0.3], [-0.4, 0.8, 0.5], [0.9, -1.2, -0.2], [-1.2, 0.5, 0.5], [-0.2, -0.2, 0.1], [0.9, -0.1, 0.2], [0.1, 0.3, 0.5], [0.4, -0.3, -0.1], [0.1, -0.2, -0.7], [0.2, 0.0, -0.3], [-0.3, 0.1, -0.4], [-0.1, 0.6, 0.1], [-0.2, -0.2, -0.3], [-0.1, 0.5, -0.3], [0.0, 0.4, 0.2], [0.2, 0.2, -0.2], [0.4, -0.3, -0.3], [0.1, 0.0, 0.0], [0.2, 0.1, -0.1], [-0.6, -0.2, -0.4], [0.4, 0.2, 0.4], [0.3, 0.2, 0.3], [-0.1, -0.1, 0.1], [0.0, 0.1, -0.1], [0.1, 0.0, -0.1], [-0.1, -0.3, -0.1], [-0.2, 0.2, 0.1], [-0.1, -0.1, -0.1], [-0.3, 0.7, -1.4], [0.3, -0.7, 0.6], [-0.4, 0.4, 0.9], [0.5, 0.2, -0.3], [-0.1, -0.2, 0.2], [-0.5, 0.1, 0.1], [0.0, -0.2, 0.2], [0.0, 0.3, 0.0], [0.0, 0.1, -0.1], [-0.1, 0.4, 0.5], [-0.1, -0.1, -0.3], [0.3, -0.2, -0.2], [0.0, 0.6, -0.1], [0.1, -0.3, 0.1], [0.0, -0.4, 0.1], [-1.1, 0.3, 0.2], [0.5, -0.6, 0.2], [0.7, 0.1, -0.4], [1.1, -0.1, -0.3], [-0.5, -0.4, -0.1], [-0.4, 0.2, 0.0]]}

No. 4
{"formula": "C7H36NO10", "method": "the ωB97M-V functional and the def2-TZVPD basis", "charge": 1, "largest_force_ev_per_a": 3.94, "multiplicity": 1, "total_energy_ha": -1095.15119, "e_above_lowest_ev": 2.309, "gap_ev": 8.6, "species": ["C", "C", "C", "C", "C", "C", "C", "N", "H", "H", "H", "H", "H", "H", "H", "H", "H", "H", "H", "H", "H", "H", "H", "H", "H", "H", "O", "H", "H", "O", "H", "H", "O", "H", "H", "O", "H", "H", "O", "H", "H", "O", "H", "H", "O", "H", "H", "O", "H", "H", "O", "H", "H", "O"], "xyz": [[0.2061, -0.1623, 0.2330], [-0.3386, -0.3875, 1.6767], [0.5765, -1.3267, 2.5207], [2.8479, -0.6968, 1.8989], [1.8661, -0.5923, 2.8302], [1.8525, 0.0715, 4.1381], [4.0449, 0.3184, 1.8894], [-0.9082, -0.1359, -0.8128], [0.8483, 0.7779, 0.1982], [0.7997, -1.0457, -0.1362], [-1.3610, -0.6456, 1.3067], [-0.3800, 0.6163, 2.1626], [0.8608, -2.3278, 2.1033], [0.0416, -1.4612, 3.4563], [2.9335, -1.3862, 1.0921], [2.6352, 0.8233, 4.1838], [2.0149, -0.7426, 4.8216], [0.7964, 0.4488, 4.3876], [3.9676, 0.8502, 0.9153], [3.9472, 1.0877, 2.6858], [4.7744, -0.3832, 2.1320], [-0.6267, -0.4953, -1.7144], [-1.3042, 0.8300, -0.8221], [-1.8181, -0.7167, -0.5320], [-3.4950, 1.8621, -1.2002], [-4.3242, 1.9125, 0.0977], [-3.6673, 1.3748, -0.3923], [-3.1060, -2.0591, 2.4375], [-3.2533, -3.0882, 1.5644], [-2.8994, -2.1875, 1.4925], [-1.0762, 3.3423, -1.7607], [-1.8063, 3.7369, -0.4493], [-1.8591, 3.1223, -1.1713], [1.4862, 2.9368, -1.2344], [2.7468, 2.5726, -0.4111], [2.0345, 2.2174, -0.9773], [0.3878, -5.2379, -0.9903], [0.4728, -3.7491, -0.9979], [-0.1797, -4.4346, -1.1133], [-1.1523, -2.3682, -2.7634], [-1.8216, -3.1683, -1.6130], [-1.5516, -2.2834, -1.9074], [2.2685, 0.8307, -1.7672], [3.1436, -0.0604, -2.7829], [2.2875, 0.0147, -2.3454], [-2.9093, -0.0153, 1.4308], [-3.2642, 1.3821, 2.2614], [-2.7327, 0.6261, 2.1192], [-0.2259, 3.9355, -3.3695], [0.0597, 2.4460, -3.0730], [0.2957, 3.3207, -2.8190], [1.1622, 0.3693, -3.5002], [0.1615, -0.3850, -4.6861], [0.3039, 0.2722, -3.9783]], "atomic_forces_ev_per_a": [[1.7, -0.6, -0.3], [0.4, 0.5, -2.3], [-0.4, -0.4, -0.1], [0.1, 3.3, 2.2], [-0.2, -1.6, -2.8], [-1.2, 1.1, -0.1], [-3.3, 0.1, 0.3], [-2.7, 1.1, 2.5], [-1.1, -1.4, -0.6], [-0.2, 1.0, 0.7], [1.2, -0.8, 2.1], [-0.2, -1.0, -0.2], [-0.8, 0.8, -0.1], [-0.1, -0.5, 0.2], [-0.7, -0.5, -0.5], [-0.2, 0.1, 0.6], [0.3, -0.1, 0.8], [1.7, -0.1, -0.4], [1.0, -0.7, 0.5], [0.1, -0.6, -0.5], [2.6, -0.2, -0.4], [0.1, 0.3, -0.3], [0.4, -0.4, -0.5], [2.7, 1.0, -0.7], [0.0, 0.3, -0.1], [0.5, -0.5, -0.6], [-0.9, -0.1, 0.5], [0.5, 1.3, -0.1], [0.2, -0.3, -1.4], [-0.9, -1.1, 1.4], [-1.0, -0.2, 1.0], [-0.1, 0.4, 0.6], [1.2, -0.1, -1.4], [-0.7, 1.2, -0.6], [-0.5, -0.2, -0.4], [1.4, -0.5, 1.3], [-1.0, 0.7, -0.2], [0.1, 0.7, 0.0], [1.0, -1.6, 0.2], [0.1, -0.5, -0.7], [0.4, 0.2, -0.3], [-0.7, -0.2, 0.5], [0.4, -0.6, -0.6], [0.0, 0.2, 0.3], [0.0, 0.3, 0.4], [-1.3, 0.8, -0.2], [-1.4, 0.5, -0.7], [1.6, -0.8, 1.5], [0.5, -0.5, 0.0], [-0.3, -1.5, -1.0], [-0.1, 1.8, 0.3], [0.0, -1.3, -0.8], [1.0, 0.6, 0.8], [-1.5, 0.6, 0.0]]}

No. 5
{"formula": "C7H10", "method": "the ωB97M-V functional and the def2-TZVPD basis", "smiles": "C=CC(C=C)=CC", "largest_force_ev_per_a": 1.19, "multiplicity": 1, "total_energy_ha": -272.63805, "e_above_lowest_ev": 2.176, "gap_ev": 8.9, "species": ["C", "C", "C", "C", "C", "C", "C", "H", "H", "H", "H", "H", "H", "H", "H", "H", "H"], "xyz": [[-0.1574, 2.4941, 0.3684], [-0.4612, 1.4141, -0.3405], [-0.0755, 0.0358, 0.0104], [-0.2304, -1.0461, -0.9792], [-1.0136, -0.9556, -2.0501], [0.3997, -0.2795, 1.2301], [1.3002, -1.4450, 1.5593], [0.3732, 2.4354, 1.3144], [-0.4831, 3.4943, 0.1212], [-1.0962, 1.5409, -1.2059], [0.3302, -1.9459, -0.7590], [-1.3727, -1.8443, -2.5553], [-1.3072, -0.0291, -2.5211], [0.2313, 0.4523, 2.0138], [2.2179, -1.4784, 0.9748], [0.7456, -2.3644, 1.3703], [1.5383, -1.3976, 2.6215]], "atomic_forces_ev_per_a": [[0.0, 0.1, 0.6], [-0.8, 0.0, 0.3], [0.6, -0.2, 0.1], [0.4, 0.8, -0.1], [0.1, -0.5, -0.5], [0.6, 0.6, -0.4], [-1.1, -0.1, 0.3], [0.2, -0.1, -0.2], [-0.1, -0.1, -0.3], [0.1, 0.0, -0.2], [-0.6, -0.4, 0.2], [0.5, -0.1, -0.3], [-0.5, 0.2, 0.5], [0.3, 0.0, 0.0], [0.0, 0.2, 0.0], [0.2, -0.3, 0.1], [0.2, -0.2, -0.1]]}

No. 6
{"formula": "C4H4N2", "method": "the ωB97M-V functional and the def2-TZVPD basis", "largest_force_ev_per_a": 4.75, "multiplicity": 1, "total_energy_ha": -264.14778, "e_above_lowest_ev": 4.861, "gap_ev": 9.8, "species": ["C", "C", "C", "C", "N", "N", "H", "H", "H", "H"], "xyz": [[0.0998, -0.7889, 0.7368], [-0.1073, 0.4822, 0.7858], [0.0336, 0.1265, -2.4208], [-0.2018, 1.7750, 0.6573], [0.1850, -0.6459, -1.5519], [0.5536, -1.4327, -0.5071], [-0.1623, -1.6386, 1.3906], [-1.1202, 2.1600, 0.2036], [0.5225, 2.3072, 1.0734], [0.1972, -2.3448, -0.3678]], "atomic_forces_ev_per_a": [[0.0, -1.8, -0.5], [0.0, 0.3, 0.4], [0.0, -0.4, 0.5], [-3.5, -2.9, -1.3], [0.2, -1.2, -0.8], [0.5, 2.7, 1.4], [0.1, 1.3, 0.5], [0.5, 0.3, 0.3], [2.9, 2.9, 1.3], [-0.7, -1.1, -1.7]]}